No. 1
Below is a molecular structure, C39H47GeLiO3S3Te, with properties calculated with the ωB97M-V functional and the def2-TZVPD basis.

Atoms and positions in Å:
S: 2.12 -1.29 -1.48
H: -1.08 2.62 -0.96
S: 4.73 -0.49 0.57
C: -1.99 -1.08 3.74
H: -0.02 -1.53 -2.45
C: -2.36 -0.99 -0.62
C: -1.26 -1.05 4.93
C: -3.02 -3.21 -1.27
H: 0.88 -3.05 -2.52
H: 0.96 -0.53 3.26
H: 0.43 -3.45 -5.01
C: -3.08 -2.03 6.16
C: -2.03 -1.43 0.67
H: 3.50 -3.60 -3.21
C: 0.67 -0.36 2.22
C: 1.43 0.80 1.60
C: -3.53 2.49 -4.71
H: 5.47 2.53 3.76
C: -3.72 3.81 2.56
H: 6.87 0.42 3.33
H: -0.67 -2.07 -4.90
H: 5.93 -4.11 -2.84
C: 1.32 -1.67 -4.14
C: 0.83 1.19 0.25
C: 0.37 -2.36 -5.10
H: -1.94 -3.17 1.93
H: -3.81 0.91 0.82
H: 6.01 -1.07 2.91
H: -3.50 -2.41 7.09
H: 1.41 1.70 2.23
H: 4.96 -4.84 -1.55
H: 2.50 -3.54 -0.96
O: -0.37 0.88 0.05
C: -2.20 -2.79 0.95
C: -3.83 -2.06 4.99
H: -3.90 -1.60 2.91
H: 3.79 -2.47 -0.38
C: -2.25 1.45 2.21
H: 0.93 -1.28 1.67
S: 4.76 2.89 0.26
C: 5.34 1.98 1.65
H: 4.41 -2.12 -2.88
H: -0.25 -0.65 4.94
H: -5.09 2.98 1.13
H: -3.11 -1.49 -2.56
C: -3.44 1.66 1.51
C: 5.90 2.82 2.79
H: -2.78 -4.73 0.23
C: -4.17 2.83 1.69
C: -1.81 2.44 3.08
H: -4.28 4.73 2.69
H: -4.85 -2.45 5.00
C: -4.73 2.71 -4.06
C: -1.80 -1.52 6.13
C: 5.90 0.00 3.05
H: 2.35 -1.95 -4.34
C: -4.74 3.09 -2.72
C: -2.53 3.62 3.25
H: -3.53 3.49 -0.99
H: -1.20 -1.49 7.03
C: 3.18 -2.73 -1.25
C: -0.97 2.45 -4.69
C: -2.32 3.00 -2.68
C: 4.06 -3.06 -2.44
H: -3.39 -3.90 -2.02
C: -2.32 2.65 -4.04
H: -2.16 4.38 3.93
H: -0.64 4.09 -1.85
H: 6.99 2.70 2.88
H: 2.49 0.55 1.45
H: -0.89 2.31 3.63
C: 5.34 0.63 1.79
C: -2.86 -1.87 -1.57
Te: 0.39 1.92 -3.07
H: -2.19 0.05 -0.89
O: 1.55 1.81 -0.56
Ge: -1.26 -0.24 2.04
H: -3.52 2.19 -5.75
C: 5.27 -3.89 -2.00
C: -2.68 -3.68 -0.01
C: -3.54 3.23 -2.04
C: -1.01 3.07 -1.95
C: -3.29 -1.58 3.81
C: 0.95 -1.98 -2.70
H: -5.67 2.57 -4.59
Li: 3.33 1.14 -0.85
H: -0.63 3.39 -5.13
H: 1.27 -0.59 -4.28
H: 5.69 3.87 2.62
O: 2.91 -0.25 -2.24
H: 5.23 0.16 3.91
H: 5.84 -3.33 -1.25
H: 0.59 -2.10 -6.14
H: -5.68 3.25 -2.20
H: -1.01 1.70 -5.48

Summary:
Energy above the lowest of the compared OMol25 structures with the same formula, charge and spin (kJ/mol): 22.19
HOMO level (eV): 0.14
Strongest force on any atom (eV/Å): 0.814
Energy (eV): -143871.532
Charge: -2

Atom charges from the Löwdin analysis, given in e for atoms 1 to 5: number 1, S, carries 0.888; number 2, H, carries 0.035; number 3, S, carries 0.440; number 4, C, carries -0.245; number 5, H, carries 0.062

No. 2
Below is a molecular structure, C39H48Br44N2S in a non-equilibrium geometry, with properties calculated with the ωB97M-V functional and the def2-TZVPD basis.

Atoms and positions in Å:
Br: -0.69 8.38 6.94
Br: -1.92 3.57 7.92
Br: -7.44 1.15 6.39
C: -2.66 1.74 -1.95
Br: -1.54 4.07 -4.15
H: 4.12 -2.27 2.72
H: -3.67 2.20 -1.86
C: 5.51 0.16 -4.69
Br: 4.13 0.74 -0.60
Br: -0.38 4.92 -7.01
Br: -1.99 -7.70 -8.65
H: -4.61 0.13 4.51
C: -3.84 -1.51 3.28
C: 1.67 1.99 4.06
H: 9.67 0.91 6.16
H: -1.37 6.31 -5.22
C: 2.18 -2.85 0.94
H: -1.38 1.41 5.93
Br: 8.93 1.86 0.81
Br: 1.64 3.50 -9.46
N: 1.46 0.16 -2.23
H: 6.32 -0.12 1.19
C: -3.71 -1.38 0.72
H: -3.63 0.38 2.04
C: -3.22 3.92 9.30
C: -2.44 -0.29 5.02
C: -7.26 -7.35 -8.49
H: -2.06 -1.05 5.76
Br: 14.06 3.78 -5.32
Br: -7.72 -1.27 4.30
Br: 1.16 0.25 4.76
C: 4.36 -1.64 1.81
C: 8.98 0.19 5.72
C: 0.08 0.70 -2.15
H: -5.29 -0.47 1.93
Br: 9.10 -1.43 6.76
H: -3.28 -1.80 -1.92
H: -2.02 6.54 7.93
Br: -4.99 4.08 8.54
H: -3.00 1.05 6.72
H: -1.76 -0.32 4.13
H: 0.26 -3.80 0.16
Br: 11.00 4.38 -4.58
C: -2.47 0.28 -1.97
H: 5.28 -2.01 1.30
C: -4.46 -0.66 -0.48
C: -3.04 2.28 4.80
H: -2.60 -1.41 0.61
Br: -2.88 6.47 5.61
C: 1.72 -0.82 -1.18
C: -1.65 5.34 -5.62
H: -4.53 -2.41 3.26
Br: -5.81 1.22 -3.72
Br: -3.69 8.37 8.06
Br: -8.54 -6.70 -7.19
Br: -3.45 5.50 -6.30
H: 6.52 -0.27 3.04
Br: -3.15 2.61 10.71
Br: 1.68 2.00 2.13
Br: -7.28 1.72 3.24
Br: 9.54 -0.08 3.89
H: -2.65 2.06 3.77
C: -0.14 2.17 -2.13
H: 3.35 -4.05 2.44
Br: -3.53 -10.51 -8.77
Br: 8.94 2.38 -2.36
H: -2.97 4.88 9.74
Br: 3.75 0.93 -4.57
Br: 5.62 -1.47 -3.66
H: 1.05 -2.55 3.30
H: -1.65 3.77 -1.98
H: -4.28 -1.39 5.49
C: -0.80 -5.32 -4.42
C: 1.00 -2.98 0.07
C: 8.21 1.32 -0.91
Br: -0.09 -4.77 -2.70
H: 1.60 -0.32 -3.13
Br: 8.44 -0.57 -1.23
Br: -0.09 -4.25 -5.86
C: 5.94 0.20 2.19
H: 0.33 -4.20 3.10
Br: 2.87 6.43 -9.03
Br: 0.56 3.40 4.76
C: -4.18 -0.60 2.04
C: 1.29 -3.64 3.23
C: 0.81 -1.96 -0.95
N: 4.52 -0.25 2.34
Br: -6.48 -5.91 -9.52
H: 2.68 2.18 4.39
C: -1.52 2.67 -2.03
H: 4.30 -0.29 3.35
Br: -8.48 0.44 -2.13
H: 1.73 -4.01 4.20
H: 13.09 5.15 -3.49
Br: 6.08 -0.09 -6.52
H: -4.77 0.38 -0.22
C: -1.10 -0.21 -2.07
H: -2.75 3.30 5.17
Br: -8.02 -8.72 -9.62
C: 2.91 -0.75 -0.26
H: -4.35 -0.59 -2.73
C: -3.65 -0.74 -1.86
H: 6.02 1.33 2.20
C: -2.28 7.33 7.24
H: -6.45 -7.82 -7.93
H: -4.07 -2.44 0.87
H: -4.15 2.19 4.81
C: -3.92 -0.73 4.66
H: -1.96 -9.61 -7.07
Br: 4.09 3.92 -7.45
C: 3.23 4.53 -9.07
S: -0.66 -1.99 -2.06
H: -9.11 0.76 4.60
H: -8.17 1.14 -4.49
H: -5.40 -1.27 -0.66
C: -8.04 0.61 4.63
C: -2.46 1.12 5.74
Br: -7.59 -1.26 -4.70
C: 3.14 -1.73 0.81
Br: -4.05 -8.50 -6.33
Br: 7.21 0.97 5.82
H: 7.14 1.51 -0.88
H: -2.80 -1.92 3.11
C: 12.80 4.19 -3.90
H: 3.93 4.35 -9.88
C: -2.77 -9.15 -7.63
H: 1.99 -4.94 1.59
H: -1.87 -5.14 -4.39
Br: 1.42 3.33 -2.19
Br: -0.55 -7.21 -4.73
C: -7.60 0.48 -3.85
H: 6.20 0.87 -4.24
C: 2.31 -3.97 2.04
Br: 12.90 2.90 -2.47

Summary:
HOMO level (eV): -8.27
Strongest force on any atom (eV/Å): 3.239
Energy (eV): -3136897.950

Atom charges from the Löwdin analysis, given in e for atoms 1 to 5: number 1, Br, carries 0.574; number 2, Br, carries 0.636; number 3, Br, carries 0.557; number 4, C, carries -0.041; number 5, Br, carries 0.784

No. 3
Below is a molecular structure, C39H48N6OP2SSn in a non-equilibrium geometry, with properties calculated with the ωB97M-V functional and the def2-TZVPD basis.

Atoms and positions in Å:
H: -5.02 4.83 5.57
H: 4.61 2.55 1.37
C: -4.46 6.65 4.55
C: -4.31 5.52 -0.78
H: 4.44 -3.10 -3.20
N: -1.10 -1.50 -2.47
H: 3.13 -1.99 4.24
C: 3.81 -5.15 -3.23
C: -4.61 5.26 4.67
H: 0.63 2.87 2.87
C: -2.79 -3.95 -3.85
H: 5.51 -6.34 -1.66
C: 4.54 -6.36 -1.17
C: -4.27 4.45 3.61
H: 1.20 1.25 -4.11
C: -2.07 -1.62 -3.31
H: -3.23 6.89 1.40
H: 4.20 -1.11 0.70
H: -3.41 6.32 -3.93
H: 1.48 -3.70 -3.59
C: -0.43 0.04 -3.93
H: 1.96 -4.34 0.72
N: -0.16 -0.56 -2.80
H: 4.62 -0.52 2.34
N: 0.29 1.04 -4.47
H: 1.40 -1.73 3.86
H: -5.26 6.64 -2.32
C: -3.14 4.80 -0.40
C: 3.35 -5.93 0.95
C: -2.72 -1.68 2.94
C: -1.65 3.16 1.62
C: -3.27 -1.31 1.72
H: -4.42 3.38 3.68
H: -1.83 2.78 2.63
O: 1.83 -1.71 1.37
H: -3.20 -2.44 3.54
C: 4.14 -1.31 1.76
H: -1.18 4.09 -1.05
C: -0.97 -0.05 2.66
H: -5.14 5.63 -0.09
C: -1.53 0.34 1.44
H: 5.34 -5.26 0.49
C: -3.19 -2.61 -3.20
C: 2.72 -1.50 2.19
P: -3.16 4.03 1.14
C: 0.80 1.95 0.91
H: 2.19 -2.15 -3.13
H: -3.42 -2.77 -2.15
H: -0.91 3.97 1.66
N: 2.68 -4.85 0.24
Sn: 0.63 -2.00 -0.73
C: -3.94 7.23 3.39
H: -4.76 7.29 5.37
C: 1.30 2.55 2.07
H: 2.77 -6.85 0.92
C: -3.63 6.44 2.30
H: -0.08 0.44 3.03
H: 4.09 -7.34 -1.36
C: 3.62 -3.69 -3.60
H: 2.54 -0.37 3.96
C: -2.67 -0.31 0.97
H: -1.37 5.09 -3.28
H: -1.15 -1.35 4.35
C: -2.08 4.62 -1.33
C: 2.29 -3.23 -3.03
H: 3.45 -5.63 2.00
H: -2.00 -4.44 -3.29
H: 5.21 -6.99 0.76
H: -3.10 -0.01 0.01
H: -3.79 8.30 3.33
H: 4.78 -5.51 -3.55
H: 3.61 -3.58 -4.69
C: -1.56 -1.06 3.40
P: -0.97 1.79 0.48
H: 1.33 1.09 -0.98
C: 3.08 1.73 0.10
N: 3.71 -5.31 -1.78
H: 3.02 3.23 3.13
H: -4.07 -2.21 -3.70
C: 2.84 -4.58 -1.08
C: -3.34 5.90 -2.93
H: -3.66 -4.61 -3.88
H: 4.70 -2.23 1.97
C: -3.76 5.04 2.43
C: 4.71 -6.14 0.32
C: 2.66 2.74 2.24
H: -2.45 -3.79 -4.88
C: 2.42 -1.41 3.65
C: 3.55 2.35 1.25
C: 1.71 1.53 -0.07
H: -4.18 -1.79 1.37
C: -2.18 5.19 -2.57
H: 3.76 1.44 -0.68
N: 2.14 -3.57 -1.60
S: -1.91 -0.54 -4.66
C: -4.39 6.08 -2.03
H: 0.07 1.36 -5.40
H: 3.05 -5.77 -3.72

Summary:
Energy above the lowest of the compared OMol25 structures with the same formula, charge and spin (kJ/mol): 160.52
HOMO level (eV): -17.49
Strongest force on any atom (eV/Å): 2.421
Energy (eV): -87417.664
Charge: +4

Atom charges from the Löwdin analysis, given in e for atoms 1 to 5: number 1, H, carries 0.137; number 2, H, carries 0.126; number 3, C, carries 0.044; number 4, C, carries -0.038; number 5, H, carries 0.129

No. 4
Below is a molecular structure, C39H48NO7TeTl, with properties calculated with the ωB97M-V functional and the def2-TZVPD basis.

Atoms and positions in Å:
C: 4.39 -1.82 -0.75
H: -1.05 -1.03 4.23
Tl: -0.75 0.60 0.94
H: -0.96 -2.65 2.48
H: -0.17 4.79 -0.89
C: 0.84 -2.93 5.71
H: -3.52 2.47 3.31
H: -2.43 -2.90 1.52
H: 3.33 -5.49 -1.25
H: 1.18 2.74 3.46
H: -3.46 -1.30 -6.78
H: 1.35 -0.85 5.85
H: 1.35 -1.11 2.17
H: 3.19 -1.31 -3.24
C: -3.36 -0.31 -6.36
H: 1.63 -3.69 -1.29
C: 2.18 -0.95 1.48
C: 3.63 -4.46 -1.11
H: -2.28 4.07 -1.52
H: 1.92 4.36 0.32
H: 2.34 -0.14 -6.70
H: 2.99 -1.60 -5.96
H: -4.93 0.52 -7.56
H: 3.77 -0.05 -5.67
H: -4.49 0.28 1.47
H: 4.69 -0.78 -0.62
C: 2.67 -3.45 -1.13
C: 2.80 -0.54 -5.79
C: -2.15 -1.07 4.20
H: -0.47 4.93 0.86
H: -2.79 2.93 4.87
H: -2.47 -1.81 4.95
C: -4.37 0.69 0.47
C: 1.58 -1.80 5.39
H: 2.19 4.03 2.74
H: 1.35 2.92 -0.57
H: 2.38 -5.18 3.70
C: 2.91 -3.11 3.87
C: -2.42 3.62 -0.53
C: -0.21 4.23 0.05
Te: 3.77 -0.17 4.02
C: 2.15 -4.23 4.18
H: 5.71 -4.93 -0.90
H: 3.98 0.24 1.39
C: -1.28 1.52 -3.76
H: -2.35 -3.49 3.20
C: 3.08 0.15 2.00
H: -2.66 0.43 5.64
C: 0.72 0.41 -4.69
H: 3.74 -3.20 3.17
H: 6.39 -2.57 -0.60
H: -3.01 3.22 -4.84
C: 1.91 -0.31 -4.60
C: 0.19 0.07 -2.32
C: -3.31 2.42 -0.69
O: -1.44 2.50 -3.05
C: -4.19 0.72 -6.80
H: -4.23 2.72 -1.20
C: 2.00 -1.05 -0.90
H: -3.74 0.35 4.23
C: 5.35 -2.82 -0.74
H: -5.35 0.90 0.03
C: -2.69 0.29 4.55
O: -0.69 0.10 -1.40
N: 1.61 -0.53 0.20
H: 0.04 -2.86 6.44
H: -1.75 -0.85 -5.05
C: 1.24 3.48 2.65
H: 0.53 -5.02 5.34
H: 0.43 0.82 -5.66
C: -2.40 -0.05 -5.39
H: 2.55 1.11 1.98
O: -2.60 -1.45 2.92
C: 2.62 -1.88 4.46
H: 0.42 4.18 2.76
H: -3.86 -0.05 -0.15
C: -0.10 0.63 -3.60
C: 1.14 3.58 0.27
C: -2.05 -2.69 2.52
C: 1.12 -4.15 5.10
C: 3.05 -2.13 -0.94
C: 2.25 -0.78 -3.34
H: -2.79 1.67 -1.31
C: 4.97 -4.15 -0.91
O: -3.61 1.88 0.58
O: -1.92 1.29 3.92
H: -1.93 3.23 3.34
H: -2.87 4.35 0.14
O: -1.16 3.20 -0.03
H: 2.73 -1.89 1.42
C: -2.59 2.54 3.87
O: 1.19 2.76 1.43
C: -3.12 2.24 -5.28
C: 1.46 -0.59 -2.20
C: -4.07 1.99 -6.26
C: -2.27 1.22 -4.85
H: -4.71 2.79 -6.60

Summary:
Energy above the lowest of the compared OMol25 structures with the same formula, charge and spin (kJ/mol): 0.00
HOMO level (eV): -6.83
Strongest force on any atom (eV/Å): 0.232
Energy (eV): -69028.927

Atom charges from the Löwdin analysis, given in e for atoms 1 to 5: number 1, C, carries -0.040; number 2, H, carries 0.117; number 3, Tl, carries 1.076; number 4, H, carries 0.082; number 5, H, carries 0.139